(1)
45
Properties=species:S:1:pos:R:3:nbo_charge:R:1 method="wB97M-V/def2-TZVPD" fmax_ev_per_a=1.34 homo_lumo_gap_ev=8.52 smiles="CCCCCCOc1ccc(/C=N/NC(=O)C2CC2)cc1" spin_multiplicity=1 homo_ev=-8.0
C -0.846 -0.044 -0.438 -0.168
H 8.790 -0.064 0.508 0.209
C -3.136 -0.397 0.442 0.029
H 2.966 -2.060 -3.479 0.194
C -0.890 -2.541 -1.619 -0.264
H 2.305 -0.526 -2.883 0.170
O 1.250 -2.269 -2.491 -0.488
H -0.838 0.930 0.025 0.225
C -4.443 2.309 2.336 0.674
H 5.094 -0.693 0.509 0.194
H -2.597 2.922 0.284 0.233
C 7.839 -0.566 0.669 -0.600
C 4.700 -0.991 -1.585 -0.391
N -3.167 0.746 1.005 -0.244
H 6.774 0.634 -0.762 0.193
O -5.501 2.492 2.909 -0.602
N -4.259 1.118 1.682 -0.439
C 6.944 -0.426 -0.556 -0.388
C -1.901 2.973 2.379 -0.401
H 7.362 -0.126 1.543 0.201
H 8.035 -1.615 0.880 0.201
H 3.531 -2.759 -1.184 0.207
H 5.771 -2.181 -0.150 0.195
C -3.367 3.326 2.329 -0.336
H 4.523 0.068 -1.791 0.194
H -2.242 4.593 0.898 0.218
C 0.246 -1.737 -1.751 0.327
C -1.982 -2.103 -0.908 -0.179
C 2.476 -1.579 -2.628 -0.056
H -1.640 1.927 2.365 0.233
C 5.600 -1.123 -0.358 -0.385
H -5.057 0.476 1.740 0.373
H -1.272 3.583 3.009 0.218
C -1.982 -0.843 -0.302 -0.058
H 5.208 -1.415 -2.454 0.196
H -2.851 -2.740 -0.817 0.210
H -3.679 4.199 2.890 0.243
H -0.884 -3.510 -2.092 0.226
C 3.363 -1.700 -1.387 -0.422
H -3.988 -1.085 0.500 0.155
H 2.845 -1.278 -0.523 0.205
C -2.471 3.566 1.139 -0.401
C 0.253 -0.479 -1.149 -0.310
H 7.448 -0.855 -1.424 0.193
H 1.109 0.173 -1.230 0.218


(2)
21
Properties=species:S:1:pos:R:3:nbo_charge:R:1 method="wB97M-V/def2-TZVPD" fmax_ev_per_a=4.20 homo_lumo_gap_ev=9.76 smiles="C=CC(=C)C[C@H](C)N" spin_multiplicity=1 homo_ev=-8.7
H -2.135 0.486 1.449 0.212
H 1.939 1.008 -1.816 0.213
C -1.848 0.212 0.432 -0.227
C -1.285 -2.078 1.028 -0.389
C 1.175 0.382 0.184 -0.033
C -2.583 0.688 -0.588 -0.361
H 3.216 0.669 0.325 0.359
H -2.544 0.362 -1.676 0.196
H 0.028 -0.417 -1.453 0.218
C -0.982 -0.957 0.371 -0.013
H 0.826 -1.663 -0.503 0.227
H 0.628 0.975 0.986 0.172
H 2.691 -0.414 1.534 0.369
N 2.492 -0.095 0.620 -0.861
H -0.633 -2.930 1.144 0.191
H -2.177 -2.324 1.393 0.188
C 0.235 -0.701 -0.441 -0.449
H 0.566 1.839 -1.214 0.208
C 1.568 1.402 -0.885 -0.615
H -3.340 1.374 -0.402 0.192
H 2.164 2.183 -0.488 0.203


(3)
83
Properties=species:S:1:pos:R:3:mulliken_spin:R:1 method="wB97M-V/def2-TZVPD" s2=3.793 fmax_ev_per_a=1.56 homo_lumo_gap_ev="7.97 / 8.12" spin_multiplicity=4 homo_ev="-7.5 / -7.7"
N 1.848 0.469 -2.491 0.009
N -0.941 0.805 0.471 -0.014
C -3.542 1.891 0.743 -0.004
H -0.536 -4.961 2.700 0.000
C -1.615 1.505 -2.589 0.012
H 3.926 1.825 -3.991 0.001
C -2.018 0.158 -0.011 -0.049
C -2.729 -2.292 3.572 0.006
C 2.403 -3.932 -1.900 0.001
H 2.831 1.892 -5.375 0.000
C -1.003 2.067 1.018 0.001
H 4.024 -0.182 -2.296 0.000
H -3.898 3.954 3.396 0.000
H -2.660 3.796 -1.003 0.000
C 5.101 1.688 -0.596 -0.002
H -1.652 2.817 3.420 0.000
H -3.788 2.714 4.633 0.000
Se 0.027 -2.169 1.714 -0.061
H -2.200 -5.380 3.097 0.000
C 2.393 0.729 1.733 0.009
H 5.283 -2.272 -1.867 0.001
H 0.427 0.552 2.660 -0.001
C 3.245 -2.848 -2.022 0.014
C -3.330 -3.211 0.823 0.003
H 4.713 -2.381 -3.511 0.001
C 1.911 1.184 -3.627 0.014
C -2.526 2.340 2.935 -0.005
H 5.030 -3.876 -2.641 0.000
H -2.949 -1.257 3.344 -0.002
C 0.626 1.683 -3.836 0.002
N 1.343 -2.102 -1.212 -0.032
O -4.658 2.337 0.756 0.001
C -1.560 -4.903 2.368 -0.003
H -3.020 -3.583 -0.138 -0.001
H 0.273 2.270 -4.662 0.000
C -0.140 1.209 -2.779 0.018
H -1.945 2.113 -3.409 0.000
H -3.465 4.502 1.260 0.000
C 1.473 0.671 2.905 0.011
O -0.019 2.721 1.259 0.007
H -2.343 5.470 -0.621 0.000
H 5.540 2.534 -0.022 0.000
O -1.786 -0.910 -0.641 -0.024
C -2.088 4.436 -0.337 0.000
H 4.781 2.010 -1.578 0.001
C 3.618 1.372 1.507 -0.001
Cr 0.308 -0.655 -0.189 3.210
N -3.317 0.635 0.176 0.006
N 2.062 0.085 0.582 -0.103
H 0.112 -4.831 -0.215 0.001
H -1.780 4.587 1.826 0.000
C 3.096 1.299 -4.511 -0.001
C -2.387 2.620 1.374 0.006
B 2.999 -0.276 -1.736 -0.013
C 3.968 1.124 0.199 0.020
N 2.598 -1.760 -1.608 -0.002
C -3.829 2.879 3.550 0.000
C 1.207 -3.399 -1.402 0.013
H -0.353 -4.770 -1.907 0.001
C -0.046 -4.155 -1.080 0.001
H -2.000 -2.264 4.379 0.001
H 4.145 2.030 2.179 0.000
C -2.440 4.111 1.094 0.000
H -4.719 2.368 3.209 0.000
H -2.207 0.563 -2.626 -0.001
H -0.884 -3.486 -0.827 0.000
Si -1.961 -3.101 2.076 0.010
N 0.601 0.445 -1.970 -0.078
H 3.434 0.358 -4.897 0.001
H 5.870 0.908 -0.776 0.001
H -1.769 2.051 -1.671 -0.002
H -4.100 0.158 -0.279 0.000
H 2.605 -4.974 -2.148 0.000
H -2.433 1.255 3.099 0.005
N 3.049 0.319 -0.310 0.013
H -4.040 -3.917 1.249 0.001
C 4.636 -2.843 -2.542 -0.001
H -1.036 4.263 -0.546 0.000
H -3.797 -2.222 0.694 0.000
H 1.586 1.563 3.506 0.001
H -1.704 -5.449 1.446 0.000
H -3.590 -2.784 3.951 0.000
H 1.716 -0.196 3.495 -0.001


(4)
11
Properties=species:S:1:pos:R:3:nbo_charge:R:1 method="wB97M-V/def2-TZVPD" fmax_ev_per_a=4.27 homo_lumo_gap_ev="8.33 / 6.34" spin_multiplicity=1 homo_ev="-10.2 / -9.2"
C 0.806 -0.646 0.668 0.083
C -1.286 0.458 -1.727 0.215
Br 3.119 2.264 -0.168 -0.276
C -1.598 0.361 -0.297 -0.155
O -0.606 -0.386 0.523 -0.518
N -1.100 0.438 -2.869 -0.243
N 1.725 -2.047 2.550 -0.211
C 1.234 -1.425 1.722 0.146
Br 2.061 -0.301 -0.532 0.436
H -2.653 -0.149 0.033 0.276
H -1.701 1.433 0.096 0.247


(5)
18
Properties=species:S:1:pos:R:3:nbo_charge:R:1 method="wB97M-V/def2-TZVPD" fmax_ev_per_a=5.31 homo_lumo_gap_ev=9.97 smiles="[H]/N=C/[C@H](NOC)OC" spin_multiplicity=1 homo_ev=-9.0
H 0.300 1.932 2.469 0.189
C 0.414 1.568 1.424 -0.249
C -1.331 -1.698 1.011 0.138
C 1.119 0.748 -2.202 -0.255
H 0.707 -1.966 -0.418 0.357
H 1.504 2.037 1.296 0.169
H -0.729 -2.342 1.792 0.144
O 0.384 0.190 1.318 -0.533
H -1.114 0.308 -0.153 0.166
N 0.343 -1.087 -0.776 -0.359
N -2.525 -1.811 0.691 -0.621
H -0.216 2.089 0.741 0.180
H 0.353 0.612 -3.075 0.176
H 2.082 1.158 -2.582 0.204
H -3.025 -2.528 1.081 0.347
O 1.435 -0.310 -1.322 -0.420
H 0.616 1.482 -1.620 0.156
C -0.319 -0.383 0.327 0.210


(6)
9
Properties=species:S:1:pos:R:3:mulliken_charge:R:1 method="wB97M-V/def2-TZVPD" fmax_ev_per_a=2.82 homo_lumo_gap_ev="6.07 / 6.06" spin_multiplicity=1 homo_ev="-9.1 / -9.1"
O -0.341 3.049 -0.249 -0.518
H -0.695 0.842 -1.892 0.359
H 0.043 2.080 -0.673 0.328
S -1.694 0.612 0.322 0.324
H -1.251 0.075 2.421 0.263
H 0.641 0.252 -0.660 0.373
I -2.892 -1.487 -0.432 -0.129
N -0.771 0.498 1.557 -0.483
C -0.292 0.817 -0.837 -0.518


(7)
8
Properties=species:S:1:pos:R:3:nbo_charge:R:1 method="wB97M-V/def2-TZVPD" fmax_ev_per_a=2.69 homo_lumo_gap_ev="5.40 / 6.92" spin_multiplicity=1 homo_ev="-7.1 / -7.8"
N -0.090 0.046 0.849 -0.058
H -0.215 -0.131 -2.315 0.204
H -1.390 -0.996 -1.277 0.203
H 1.337 0.681 3.304 -0.092
H -1.309 0.783 -1.219 0.207
O 0.294 -0.225 -0.356 -0.276
P 2.100 -0.026 2.369 0.093
C -0.727 -0.132 -1.355 -0.281


Calculated values (g/mol) of molecular weight for the records, taken in order: 288.391; 111.188; 684.529; 253.881; 118.136; 205.020; 77.023.